{"formula": "C25H49F3O16", "method": "ωB97M-V with the def2-TZVPD basis set", "e_lumo_ev": 0.3, "smiles": "O=C1OC[C@@H](F)O1.O=C1OC[C@@H](F)O1.O=C1OC[C@@H](F)O1.C1CCOC1.C1CCOC1.C1CCOC1.CO.CO.CO.CO", "elements": ["O", "C", "O", "C", "C", "F", "O", "H", "H", "H", "O", "C", "O", "C", "C", "F", "O", "H", "H", "H", "O", "C", "O", "C", "C", "F", "O", "H", "H", "H", "C", "C", "C", "O", "C", "H", "H", "H", "H", "H", "H", "H", "H", "C", "C", "C", "O", "C", "H", "H", "H", "H", "H", "H", "H", "H", "C", "C", "C", "O", "C", "H", "H", "H", "H", "H", "H", "H", "H", "C", "O", "H", "H", "H", "H", "C", "O", "H", "H", "H", "H", "C", "O", "H", "H", "H", "H", "C", "O", "H", "H", "H", "H"], "positions_angstrom": [[18.613, -14.299, 21.354], [17.729, -15.056, 21.487], [17.709, -16.099, 22.325], [16.474, -16.793, 22.172], [15.619, -15.785, 21.433], [14.856, -15.023, 22.297], [16.572, -15.007, 20.774], [16.571, -17.714, 21.602], [16.040, -16.967, 23.154], [14.890, -16.184, 20.730], [25.253, -12.992, 24.052], [26.184, -12.858, 23.381], [27.062, -11.806, 23.484], [28.039, -11.940, 22.470], [27.902, -13.413, 22.062], [28.640, -14.233, 22.881], [26.547, -13.621, 22.311], [27.828, -11.286, 21.625], [29.042, -11.755, 22.845], [28.128, -13.688, 21.036], [23.039, -15.990, 23.600], [23.862, -16.517, 22.986], [25.058, -15.992, 22.651], [25.866, -17.047, 22.102], [24.801, -17.991, 21.578], [25.223, -19.302, 21.629], [23.787, -17.811, 22.537], [26.561, -16.599, 21.394], [26.480, -17.475, 22.899], [24.470, -17.768, 20.567], [18.026, -9.726, 21.205], [16.490, -9.599, 21.033], [16.124, -10.817, 20.187], [17.266, -11.085, 19.394], [18.397, -10.898, 20.264], [18.330, -10.063, 22.196], [18.500, -8.790, 20.932], [16.204, -8.676, 20.537], [16.039, -9.677, 22.024], [15.256, -10.710, 19.534], [15.858, -11.673, 20.839], [19.207, -10.689, 19.564], [18.564, -11.863, 20.755], [19.364, -17.640, 19.551], [20.084, -18.963, 19.405], [21.353, -18.481, 18.687], [21.667, -17.254, 19.329], [20.515, -16.732, 20.004], [18.558, -17.669, 20.287], [18.977, -17.223, 18.620], [19.540, -19.744, 18.876], [20.382, -19.370, 20.376], [21.045, -18.328, 17.642], [22.186, -19.175, 18.745], [20.345, -15.696, 19.701], [20.666, -16.713, 21.089], [21.373, -9.403, 23.099], [22.766, -9.073, 22.567], [22.530, -7.845, 21.647], [21.134, -7.516, 21.787], [20.678, -8.055, 23.034], [21.450, -9.714, 24.145], [20.876, -10.161, 22.498], [23.198, -9.908, 22.013], [23.491, -8.799, 23.337], [22.708, -8.132, 20.608], [23.073, -6.933, 21.906], [19.590, -8.097, 23.093], [20.964, -7.356, 23.837], [22.135, -13.418, 22.048], [20.965, -12.868, 22.641], [22.560, -12.883, 21.181], [23.019, -13.319, 22.693], [22.038, -14.488, 21.860], [20.221, -13.158, 22.081], [19.635, -11.952, 25.434], [21.051, -12.124, 25.544], [19.226, -12.703, 24.747], [19.269, -12.067, 26.451], [19.334, -10.995, 24.984], [21.303, -12.256, 24.620], [21.192, -13.515, 18.567], [20.777, -12.500, 17.643], [20.382, -13.710, 19.281], [21.389, -14.473, 18.059], [22.108, -13.336, 19.118], [19.913, -12.786, 17.334], [23.378, -10.660, 19.098], [22.483, -10.275, 18.076], [23.999, -11.523, 18.830], [23.944, -9.759, 19.338], [22.876, -10.938, 20.040], [21.820, -10.986, 17.955]]}



{"formula": "C36H37NP2STc", "method": "ωB97M-V with the def2-TZVPD basis set", "total_charge": 2, "e_lumo_ev": [-7.1, -7.9], "s_squared": 3.813, "multiplicity": 4, "elements": ["Tc", "C", "C", "C", "C", "C", "C", "C", "C", "C", "H", "H", "H", "H", "H", "H", "H", "H", "H", "H", "H", "H", "H", "H", "H", "P", "P", "C", "C", "C", "C", "C", "C", "C", "C", "C", "C", "C", "C", "C", "C", "C", "C", "C", "C", "C", "C", "C", "C", "C", "C", "C", "C", "H", "H", "H", "H", "H", "H", "H", "H", "H", "H", "H", "H", "H", "H", "H", "H", "H", "H", "H", "H", "H", "H", "S", "C", "N"], "positions_angstrom": [[-1.757, -0.570, 1.958], [-3.147, 0.322, 4.363], [-1.988, 0.807, 3.720], [-0.672, 0.652, 4.518], [0.407, -0.233, 3.884], [-0.153, -1.380, 3.104], [-1.413, -1.993, 3.444], [-2.005, -1.925, 4.857], [-3.128, -0.888, 5.191], [-1.268, -1.722, 0.358], [-4.059, 0.929, 4.383], [-2.107, 1.842, 3.336], [-0.883, 0.254, 5.524], [-0.264, 1.656, 4.681], [1.084, 0.375, 3.262], [1.064, -0.616, 4.677], [0.593, -2.056, 2.659], [-1.580, -2.992, 3.026], [-1.207, -1.808, 5.599], [-2.456, -2.907, 5.066], [-4.105, -1.413, 5.114], [-3.049, -0.592, 6.266], [-1.825, -1.644, -0.587], [-1.204, -2.795, 0.620], [-0.242, -1.355, 0.181], [0.339, 1.543, -1.902], [1.311, -1.007, -1.447], [1.821, 1.550, -0.878], [2.252, 0.281, -0.582], [0.701, 2.853, -3.171], [1.738, 3.791, -3.033], [1.782, 4.905, -3.877], [0.854, 5.053, -4.907], [-0.091, 4.044, -5.135], [-0.166, 2.943, -4.280], [-0.969, 2.384, -0.932], [-2.041, 1.591, -0.466], [-2.979, 2.131, 0.409], [-2.872, 3.482, 0.772], [-1.854, 4.284, 0.258], [-0.902, 3.743, -0.610], [2.324, -1.319, -2.965], [2.439, -0.325, -3.955], [3.295, -0.515, -5.042], [4.007, -1.714, -5.183], [3.849, -2.727, -4.233], [3.013, -2.532, -3.132], [1.592, -2.565, -0.535], [0.793, -3.676, -0.903], [0.724, -4.807, -0.088], [1.482, -4.854, 1.090], [2.283, -3.769, 1.452], [2.321, -2.618, 0.661], [2.253, 2.491, -0.545], [3.048, 0.003, 0.103], [2.501, 3.669, -2.266], [2.554, 5.656, -3.709], [0.872, 5.946, -5.537], [-0.775, 4.120, -5.983], [-0.900, 2.145, -4.444], [-2.098, 0.552, -0.812], [-3.796, 1.524, 0.802], [-3.602, 3.905, 1.445], [-1.803, 5.341, 0.526], [-0.116, 4.379, -1.028], [1.855, 0.598, -3.870], [3.411, 0.280, -5.784], [4.693, -1.854, -6.025], [4.382, -3.675, -4.328], [2.898, -3.328, -2.399], [0.162, -3.612, -1.790], [0.069, -5.640, -0.358], [1.441, -5.738, 1.732], [2.869, -3.795, 2.377], [2.883, -1.758, 1.009], [-6.236, -1.044, 1.088], [-4.710, -1.118, 1.463], [-3.536, -1.145, 1.739]]}



no.,calculated total energy (eV)
1,-67628.994
2,-71013.310